Entry 1:
DFT (ωB97M-V/def2-TZVPD) results for the ion C3H9N4 with charge +1.

Geometry as XYZ:
```
16
Properties=species:S:1:pos:R:3:forces:R:3
H -1.90113 -0.18819 -1.53279 -0.82 -0.04 1.05
H -2.63908 -0.87699 0.05246 0.19 -0.81 -0.03
N -0.78652 0.12492 0.17563 1.47 0.03 -0.14
N 0.13356 1.38176 -0.21874 -5.48 -0.01 0.20
H 1.36876 -0.93539 -1.22715 -0.03 -0.49 -2.13
H -0.11896 -1.93136 0.33128 -0.87 1.33 -0.16
H 1.89181 1.35420 0.85239 -0.69 -0.87 -0.55
H -2.68791 0.82438 -0.14249 0.42 -0.33 -0.78
N 0.15040 -0.93795 0.47589 -0.39 -0.13 0.37
C -2.11505 -0.07646 -0.43700 0.43 1.17 -0.89
H 2.10421 1.42836 -0.85527 -1.10 -0.47 0.04
H 2.23438 -1.17771 0.32064 -1.30 1.20 -0.99
N -0.67670 1.25577 1.00560 0.22 0.16 0.43
H -0.13434 0.98950 1.84546 0.22 0.05 -0.46
C 1.41474 0.97048 -0.10094 5.56 -2.04 0.79
C 1.37453 -0.63362 -0.23678 2.17 1.26 3.24
```
Forces are in eV/Å.

The relative energy (zero: lowest compared OMol25 entry of this formula, charge and spin) comes out at 152.9 kcal per mole. For the orbital gap, the calculation gives 0.390 Ha. The max |F| comes out at 6.0 eV/Å. The net charge is +1. The multiplicity is 1. Its molecular weight is 101.1 g mol⁻¹. The SMILES is C[N@@+]12NCCN1N2.

Charges per atom according to Löwdin partitioning, unit e: H 0.129; H 0.098; N -0.226; N 0.085; H 0.087; H 0.169; H 0.149; H 0.116; N 0.039; C 0.058; H 0.146; H 0.165; N 0.127; H 0.152; C -0.181; C -0.113

***

Entry 2:
DFT (ωB97M-V/def2-TZVPD) results for an isolated molecule of C3H5IN2O.

Geometry as XYZ:
```
12
Properties=species:S:1:pos:R:3:forces:R:3
H -0.45334 -0.38938 -2.22106 -0.77 -0.36 -0.43
H -0.83315 0.13234 1.75695 -0.79 -0.66 1.38
N 0.63489 -1.09910 -0.63947 -0.75 -0.45 -3.01
I 0.99731 2.04775 1.80253 2.16 2.89 1.29
H -1.99112 0.35972 -0.23590 1.13 0.05 -0.09
N -0.19139 -0.14721 -1.30142 1.89 0.28 1.01
C 0.89114 -0.86278 0.61257 -2.93 3.45 1.92
C -0.19339 0.46637 1.00302 0.24 -4.72 -3.51
C -0.88283 0.61540 -0.33019 -2.45 1.94 0.43
O 1.61307 -1.34770 1.40540 1.65 -1.22 1.09
H -0.87962 1.72224 -0.56605 0.04 -0.82 -0.32
H 1.28843 -1.49765 -1.28638 0.57 -0.37 0.24
```
Forces are in eV/Å.

The relative energy (zero: lowest compared OMol25 entry of this formula, charge and spin) comes out at 15.7 kcal per mole. For the orbital gap (alpha / beta), the calculation gives 0.217 / 0.186 Ha. The max |F| comes out at 5.9 eV/Å. The multiplicity is 3. Its molecular weight is 212.0 g mol⁻¹. The expectation value of S² is 2.01.

Charges per atom according to Löwdin partitioning, unit e: H 0.116; H 0.028; N 0.070; I 0.868; H 0.124; N -0.036; C -0.524; C -0.647; C -0.327; O 0.082; H 0.089; H 0.158

***

Entry 3:
DFT (ωB97M-V/def2-TZVPD) results for the ion C10H10N3O2 with charge +1.

Geometry as XYZ:
```
25
Properties=species:S:1:pos:R:3:forces:R:3
N 0.24406 -2.42131 0.93978 -0.46 0.63 -0.19
H 0.10027 -3.31814 1.32450 -0.38 -1.62 0.42
O 2.47296 -0.38177 -1.94201 -0.64 -0.17 -0.19
C -0.24522 0.75589 0.07439 0.77 -0.08 -0.41
C -0.53488 2.11908 0.45577 1.60 0.00 -0.53
C -0.87132 -1.77426 0.30883 -0.28 0.91 -0.86
H 2.68164 1.58501 -1.64379 -1.53 2.70 -0.37
C -1.10857 -0.28622 0.60903 0.46 -0.41 -0.74
C -0.63523 -1.72748 -1.23890 2.66 0.40 1.68
N 0.86299 0.60045 -0.72427 -1.90 2.37 2.39
H 3.74536 0.69887 -0.55773 -1.15 -0.13 -2.03
C -2.49751 1.37622 1.62197 0.00 0.39 1.18
H 4.21636 0.84195 -2.30054 -1.82 -0.43 0.38
C -2.29487 0.08072 1.22832 -0.23 -1.45 0.24
C 3.28480 0.77232 -1.64622 4.24 -2.18 2.18
H -1.65883 3.37903 1.73957 0.00 -0.30 -0.38
N 0.37594 -1.33179 -1.88267 -0.08 0.53 -0.72
H -1.33620 -2.25747 -1.73578 -2.28 -1.75 -1.80
C -1.53724 2.38806 1.29357 -2.27 0.17 1.27
C 1.24531 -0.34041 -1.46247 0.95 -2.32 -0.19
H -2.98905 -0.73466 1.54726 0.60 0.91 -0.27
H 0.13554 2.96245 0.19158 -0.28 -1.05 -0.14
O 1.38754 -1.99056 0.98584 0.79 1.03 -0.30
H -1.73743 -2.48764 0.43887 0.67 1.27 0.25
H -3.30643 1.49167 2.37510 0.57 0.57 -0.86
```
Forces are in eV/Å.

The relative energy (zero: lowest compared OMol25 entry of this formula, charge and spin) comes out at 136.7 kcal per mole. For the orbital gap (alpha / beta), the calculation gives 0.312 / 0.176 Ha. The max |F| comes out at 5.2 eV/Å. The net charge is +1. The multiplicity is 1. Its molecular weight is 204.2 g mol⁻¹. The SMILES is COC1=Nc2ccccc2[C@H]([NH+]=O)C=N1.

Charges per atom according to Löwdin partitioning, unit e: N -0.049; H 0.157; O 0.034; C -0.112; C 0.010; C -0.155; H 0.037; C -0.067; C 0.003; N 0.222; H 0.143; C -0.003; H 0.130; C -0.033; C -0.016; H 0.130; N 0.226; H 0.100; C -0.044; C -0.419; H 0.143; H 0.145; O 0.097; H 0.179; H 0.139

***

Entry 4:
DFT (ωB97M-V/def2-TZVPD) results for a cluster of 7 separate species, C6H28N2O6 in total.

Geometry as XYZ:
```
42
Properties=species:S:1:pos:R:3:forces:R:3
C 2.10392 -0.26677 -2.22425 -0.01 -1.76 -2.51
O -2.27784 -1.83393 2.39652 -2.13 0.13 4.94
C 0.58591 0.10702 -0.35527 1.48 -0.75 -1.36
C -0.14749 -2.42696 -1.80717 -0.20 -1.42 -2.67
N 0.74004 -0.13143 -1.84479 -0.04 1.13 2.46
O -3.80566 0.12633 -0.49994 -5.39 0.83 0.84
H -2.47127 0.95231 2.13290 -0.89 0.91 -0.51
H 2.60434 -1.31813 -2.26550 -1.03 1.09 0.34
H 1.01027 -0.70076 2.53655 0.44 0.46 -0.06
H -0.85245 2.12469 3.08244 -1.04 2.82 1.75
H 3.72070 -0.96443 1.31455 -0.11 -2.19 1.09
N 0.74877 -1.23948 1.72976 -0.98 -1.62 0.52
H 3.13689 0.42165 1.11936 0.15 6.32 1.59
H -2.73319 -2.09841 1.67135 -1.21 -0.90 -3.63
H -1.27028 -0.59206 -2.41823 1.37 -0.42 0.83
C 1.49536 -0.91137 0.50700 -0.71 1.18 1.19
H -0.27974 -2.46179 -0.74685 0.66 0.65 0.80
H 2.18307 0.10186 -3.25589 0.41 0.07 0.14
O -3.15541 1.58613 1.80800 1.48 0.07 1.39
H -1.24768 2.67448 0.09576 -1.27 -4.30 2.22
O 1.99214 3.06369 0.17663 2.44 0.11 -2.16
H 1.39610 2.86814 0.86636 -1.30 0.94 1.02
H 1.56394 -1.74187 -0.16692 -0.04 -0.83 0.32
C 2.92848 -0.46979 0.82242 0.28 -4.19 -7.03
H 3.37049 -0.54059 -0.33965 -0.43 0.51 3.41
H -0.46970 -0.04705 -0.17287 -0.09 -0.13 0.59
H 0.83586 -2.21954 2.04106 0.21 0.64 -0.53
H -4.39959 -0.29426 -1.14972 -0.03 0.43 0.61
H 0.76532 -3.00524 -2.18246 -1.11 0.73 0.93
H -3.67040 1.06543 1.22671 -1.05 -0.80 -1.08
H -1.42097 -1.55095 2.34258 3.46 0.83 -1.50
C -0.18481 -1.00746 -2.45406 -2.50 0.05 1.74
H -0.67846 0.75011 2.99062 -0.70 -7.64 4.60
H -3.01841 -0.13380 -0.79887 5.39 -1.39 -1.61
H 0.84701 1.15364 -0.18882 -0.02 -0.21 0.13
H -0.09512 -0.81224 -3.49135 0.76 -1.22 -1.48
H 2.67747 0.29119 -1.55992 0.97 1.34 0.44
H -1.92140 3.67055 -0.91177 2.59 -0.97 2.15
O -1.09617 3.45271 -0.30795 -1.42 5.27 -4.24
O -0.58321 1.45559 2.52962 2.28 4.83 -6.16
H -1.02613 -3.06352 -2.05026 0.40 0.39 -0.72
H 2.09934 3.96631 -0.19770 -1.05 -1.01 1.24
```
Forces are in eV/Å.

The relative energy (zero: lowest compared OMol25 entry of this formula, charge and spin) comes out at 137.8 kcal per mole. For the orbital gap, the calculation gives 0.303 Ha. The max |F| comes out at 8.9 eV/Å. The multiplicity is 1. Its molecular weight is 224.3 g mol⁻¹. The SMILES is CCN(C)C[C@@H](C)N.O.O.O.O.O.O.

Charges per atom according to Löwdin partitioning, unit e: C -0.132; O 0.026; C -0.085; C -0.078; N -0.238; O 0.010; H 0.015; H 0.115; H 0.064; H 0.036; H 0.061; N 0.022; H -0.005; H -0.019; H 0.121; C -0.367; H 0.040; H 0.091; O -0.064; H -0.083; O -0.057; H -0.011; H 0.091; C -0.036; H 0.118; H 0.096; H 0.096; H 0.081; H 0.095; H -0.034; H -0.062; C -0.261; H -0.070; H -0.056; H 0.082; H 0.097; H 0.034; H 0.117; O -0.054; O 0.065; H 0.068; H 0.070

***

Entry 5:
DFT (ωB97M-V/def2-TZVPD) results for a cluster of 2 separate species, C7H8FN2O2 in total.

Geometry as XYZ:
```
20
Properties=species:S:1:pos:R:3:forces:R:3
C -2.78760 0.47259 -0.03847 -0.70 -0.06 -0.64
H -0.92579 2.70207 -0.45984 -0.62 1.03 -1.69
C -0.79091 -0.45298 0.09496 2.30 0.34 -0.66
H -3.83127 -1.34251 -0.63187 0.95 -0.26 0.79
C 1.77112 -0.60339 0.27000 -3.16 -0.32 1.67
O 3.11172 0.38390 -1.26332 2.20 0.11 -2.72
O 2.14704 1.69362 0.30079 0.32 2.26 0.61
F 1.65832 -0.65665 1.60647 0.48 0.78 0.23
H -1.29333 2.40205 1.18785 -0.24 0.89 1.25
C 2.09066 -1.94277 -0.19914 -1.88 -2.69 0.85
N -1.60230 -1.44428 -0.13027 -1.54 -0.51 -0.10
C -2.91150 -0.89585 -0.20164 0.64 1.21 -0.57
H 3.06246 -1.84806 -0.56106 1.78 -0.27 -0.92
H -3.49030 1.31093 -0.12495 0.16 -0.63 0.11
C -0.86056 2.00670 0.31280 1.60 -0.95 0.89
H 1.40920 -2.30246 -0.99293 0.45 0.39 0.23
H 0.21937 1.82674 0.42258 -0.44 0.22 0.39
H 2.04120 -2.75833 0.64499 0.02 1.81 -1.43
N -1.45799 0.74585 0.08829 -0.17 -1.34 -0.06
C 2.44045 0.70284 -0.32524 -2.17 -1.99 1.78
```
Forces are in eV/Å.

The relative energy (zero: lowest compared OMol25 entry of this formula, charge and spin) comes out at 65.3 kcal per mole. For the orbital gap (alpha / beta), the calculation gives 0.295 / 0.296 Ha. The max |F| comes out at 3.6 eV/Å. The net charge is -1. The multiplicity is 1. Its molecular weight is 171.2 g mol⁻¹.

Charges per atom according to Löwdin partitioning, unit e: C -0.151; H 0.065; C -0.142; H 0.073; C -0.159; O 0.027; O -0.007; F 0.036; H 0.072; C -0.055; N -0.013; C -0.194; H 0.049; H 0.100; C -0.054; H 0.094; H 0.060; H 0.124; N -0.177; C -0.749

***

Entry 6:
DFT (ωB97M-V/def2-TZVPD) results for an isolated molecule of C4H8O2S.

Geometry as XYZ:
```
15
Properties=species:S:1:pos:R:3:forces:R:3
H -2.00921 0.26128 0.18275 -0.67 2.60 -1.54
S 2.42535 -0.68134 0.36430 0.09 -0.36 -0.58
C 0.64598 1.16606 -0.73690 -2.72 2.53 -0.65
H 2.66785 -1.60534 -0.62647 -0.25 0.66 0.55
O 0.49910 1.99369 0.41809 0.85 0.73 0.70
H -0.21444 -1.76927 1.24171 1.12 0.38 -0.97
H 1.40300 1.56628 -1.41900 0.33 -0.69 0.28
C -1.86995 -0.68092 0.54771 1.95 0.06 -0.71
H 1.10152 2.75687 0.41725 -0.25 -0.60 -0.18
H -2.53642 -1.34294 0.08102 -0.46 -1.23 -1.05
O 0.09178 -1.26043 -0.91885 0.02 0.03 1.07
C 0.76571 -0.21448 -0.23796 -1.33 -2.60 1.07
C -0.39725 -1.01174 0.44880 0.30 -0.10 -0.94
H -0.34659 1.40434 -1.26975 1.26 -1.30 0.28
H -2.22642 -0.58205 1.50728 -0.25 -0.13 2.67
```
Forces are in eV/Å.

The relative energy (zero: lowest compared OMol25 entry of this formula, charge and spin) comes out at 66.0 kcal per mole. For the orbital gap, the calculation gives 0.365 Ha. The max |F| comes out at 3.8 eV/Å. The multiplicity is 1. Its molecular weight is 120.2 g mol⁻¹. The SMILES is C[C@H]1O[C@@]1(S)CO.

Charges per atom according to Löwdin partitioning, unit e: H 0.045; S 0.787; C -0.254; H -0.099; O -0.082; H 0.137; H 0.124; C -0.026; H 0.097; H 0.076; O -0.061; C -0.725; C -0.226; H 0.149; H 0.058

***

Entry 7:
DFT (ωB97M-V/def2-TZVPD) results for an isolated molecule of C6H10.

Geometry as XYZ:
```
16
Properties=species:S:1:pos:R:3:forces:R:3
H -0.04716 2.14840 0.71107 -0.11 -0.44 -0.23
H 0.20693 -0.13919 -1.79309 -0.11 0.14 0.24
C 1.52885 0.76600 0.54633 0.46 -0.33 -0.32
C -0.73660 0.23953 -1.37895 -0.01 0.09 0.02
H -1.81342 0.35800 0.46961 0.08 0.02 0.01
H -0.87183 1.26683 -1.73264 0.03 -0.06 0.15
C 0.15825 1.08633 0.92959 -0.04 -0.19 -0.16
H -1.53664 -0.36786 -1.82317 0.13 0.14 0.13
H 3.46535 -0.04963 -0.30254 0.02 0.06 0.04
H -0.58573 -1.61609 1.54968 0.00 0.15 -0.08
C 2.54973 0.32456 0.08755 -0.19 0.26 0.25
C -0.79407 0.10289 0.15619 -0.14 0.00 0.01
C -0.57362 -1.38975 0.47850 -0.01 0.04 0.09
H -1.37577 -1.97671 0.01133 0.12 0.15 0.11
H 0.05635 1.01648 2.02608 -0.13 -0.30 -0.38
H 0.36938 -1.76979 0.06446 -0.12 0.26 0.12
```
Forces are in eV/Å.

The relative energy (zero: lowest compared OMol25 entry of this formula, charge and spin) comes out at 34.8 kcal per mole. For the orbital gap, the calculation gives 0.405 Ha. The max |F| comes out at 0.7 eV/Å. The multiplicity is 1. Its molecular weight is 82.1 g mol⁻¹. The SMILES is C#CCC(C)C.

Charges per atom according to Löwdin partitioning, unit e: H 0.116; H 0.074; C -0.165; C -0.091; H 0.124; H 0.076; C -0.182; H 0.076; H 0.023; H 0.076; C 0.110; C -0.414; C -0.090; H 0.076; H 0.116; H 0.074

***

Entry 8:
DFT (ωB97M-V/def2-TZVPD) results for a structure of composition C11H24IO3P2W.

Geometry as XYZ:
```
42
Properties=species:S:1:pos:R:3:forces:R:3
P -1.30948 -1.99253 -0.09615 -0.90 -3.75 0.47
H -3.13528 -2.92746 -1.39313 0.23 0.18 0.03
H 0.16208 2.65417 -2.63096 0.28 0.28 -0.07
C 1.57162 2.96856 0.90901 -0.18 -0.30 0.27
H 0.59611 3.24273 1.33641 0.27 0.00 -0.11
C -1.84617 -2.37347 1.62198 -0.22 0.14 0.66
H 1.87948 -2.42045 -1.75923 -0.16 0.24 0.05
W -0.18376 0.10151 -0.19714 -2.07 2.64 -1.62
I -2.08885 1.95435 -1.07309 0.56 -1.45 0.33
H 2.12745 2.37298 1.64791 -0.07 0.27 -0.17
H 3.63945 1.19749 -0.59256 0.01 0.19 -0.12
H -2.02714 0.65732 3.08880 -0.07 0.60 -0.48
H -3.17976 1.74338 2.22755 0.59 0.18 0.38
H -1.19019 -4.35087 -0.49011 -0.02 0.03 0.03
C 2.54829 -1.72604 -1.24159 0.65 -0.50 -0.78
P 1.35454 1.99550 -0.62637 1.87 2.06 -0.15
O 0.45452 0.39388 2.87278 -0.54 -1.19 -5.89
C 0.59358 3.20783 -1.79025 -0.16 -0.16 -0.25
C -2.76639 -1.90872 -1.20778 -0.21 0.44 -0.13
C 0.27273 0.21259 1.71763 0.86 1.19 6.80
C -0.48682 -3.52438 -0.60286 0.39 0.15 -0.12
H -2.48412 -1.56132 2.05631 0.80 -1.33 -0.31
H 2.86529 -0.95915 -1.95563 -0.29 0.06 0.10
H -2.48977 -1.43686 -2.15934 -0.12 -0.24 0.05
H -0.16852 -3.48122 -1.64278 -0.12 -0.03 -0.14
H -0.22397 3.73359 -1.27298 0.61 0.01 -0.10
C 1.85590 -1.11323 -0.05471 1.99 -1.09 3.96
H -1.40031 2.22405 2.34701 -0.46 -0.27 0.15
H 0.38936 -3.72317 0.01090 0.02 -0.09 0.16
O 2.32922 -1.28573 1.08513 -2.03 0.88 -4.04
H -2.45353 -3.30070 1.56953 0.44 0.35 0.06
H -0.95795 -2.51994 2.26704 -0.40 -0.23 -0.37
H 2.13219 3.89013 0.68257 -0.17 -0.32 -0.04
O -3.02808 -0.22196 0.86864 4.26 3.77 -0.91
H 3.00109 1.32876 -2.25699 0.11 0.21 0.14
C -2.03384 0.58915 0.93973 -5.66 -1.86 3.36
H 1.33245 3.92372 -2.15471 0.10 -0.10 0.09
C 3.04064 1.81514 -1.27324 0.03 -0.52 -0.11
H 3.45095 -2.29923 -0.96408 -0.42 0.34 0.31
C -2.12931 1.40306 2.26819 0.09 0.08 -1.04
H 3.51131 2.80541 -1.38021 -0.23 -0.30 0.09
H -3.52501 -1.28887 -0.70122 0.34 -0.58 -0.56
```
Forces are in eV/Å.

The relative energy (zero: lowest compared OMol25 entry of this formula, charge and spin) comes out at 0.0 kcal per mole. For the orbital gap (alpha / beta), the calculation gives 0.226 / 0.211 Ha. The max |F| comes out at 7.0 eV/Å. The net charge is +3. The multiplicity is 3. Its molecular weight is 577.0 g mol⁻¹. The expectation value of S² is 2.07.

Charges per atom according to Löwdin partitioning, unit e: P 0.750; H 0.093; H 0.019; C -0.199; H 0.058; C -0.166; H 0.094; W 0.948; I 1.220; H 0.070; H 0.068; H 0.121; H 0.125; H 0.086; C 0.007; P 0.714; O 0.222; C -0.337; C -0.181; C -0.273; C -0.215; H 0.066; H 0.095; H 0.059; H 0.061; H -0.014; C -0.317; H 0.085; H 0.064; O 0.204; H 0.102; H 0.082; H 0.096; O -0.172; H 0.065; C -0.814; H 0.083; C -0.214; H 0.137; C -0.042; H 0.093; H 0.058

***

Ordered electronic energy results: -9204.9930, -16314.2535, -19085.1646, -21936.9333, -17179.2548, -19205.5359, -6382.3490, -46407.9026; unit eV.